{"formula": "C30H37F9O5S2", "method": "ωB97M-V/def2-TZVPD", "symbols": ["C", "C", "C", "C", "C", "C", "C", "C", "C", "C", "C", "C", "O", "S", "O", "O", "C", "S", "O", "O", "C", "F", "F", "C", "F", "F", "C", "F", "F", "C", "F", "F", "F", "C", "H", "H", "H", "H", "H", "H", "H", "H", "H", "H", "H", "H", "H", "H", "H", "H", "H", "H", "H", "H", "H", "H", "H", "H", "H", "C", "C", "C", "C", "C", "C", "H", "H", "H", "H", "H", "H", "C", "C", "C", "C", "C", "C", "H", "H", "H", "H", "H", "H"], "xyz": [[-3.280, -0.387, 0.607], [-3.656, -1.388, -0.467], [-4.697, -0.927, -1.461], [-3.077, -2.597, -0.500], [-3.155, -3.565, -1.658], [-2.173, -3.177, -2.771], [-0.661, -3.242, -2.424], [-0.295, -4.203, -1.284], [-0.111, -1.837, -2.142], [1.420, -1.733, -2.195], [1.871, -0.272, -2.383], [2.737, -0.063, -3.611], [2.741, 1.353, -3.935], [3.468, 2.295, -2.887], [3.011, 3.617, -3.171], [4.858, 1.969, -2.865], [2.735, 1.783, -1.302], [3.676, 2.445, 0.105], [3.925, 1.357, 1.008], [4.768, 3.265, -0.319], [2.547, 3.614, 1.062], [3.213, 3.750, 2.211], [2.520, 4.794, 0.435], [1.090, 3.113, 1.394], [0.938, 3.164, 2.722], [0.956, 1.823, 1.013], [-0.120, 3.927, 0.825], [-0.019, 5.196, 1.216], [-1.214, 3.388, 1.402], [-0.410, 3.886, -0.699], [-1.458, 4.646, -0.943], [0.611, 4.325, -1.409], [-0.695, 2.642, -1.080], [2.694, 0.238, -1.191], [-2.303, -0.634, 1.024], [-3.196, 0.605, 0.152], [-4.020, -0.327, 1.409], [-4.736, 0.164, -1.484], [-5.685, -1.287, -1.161], [-4.504, -1.282, -2.475], [-2.478, -2.881, 0.364], [-4.167, -3.529, -2.075], [-3.007, -4.593, -1.320], [-2.364, -3.817, -3.640], [-2.415, -2.153, -3.069], [-0.147, -3.602, -3.324], [0.729, -4.565, -1.418], [-0.348, -3.699, -0.316], [-0.934, -5.086, -1.254], [-0.473, -1.492, -1.167], [-0.516, -1.163, -2.907], [1.820, -2.085, -1.239], [1.816, -2.382, -2.982], [1.005, 0.398, -2.448], [2.365, -0.620, -4.469], [3.774, -0.344, -3.404], [1.709, 2.126, -1.302], [3.713, -0.149, -1.227], [2.238, -0.027, -0.239], [-3.743, -8.686, 0.518], [-3.509, -7.342, 0.261], [-3.971, -6.375, 1.143], [-4.668, -6.751, 2.282], [-4.907, -8.095, 2.537], [-4.444, -9.062, 1.655], [-3.380, -9.440, -0.169], [-2.967, -7.048, -0.630], [-3.786, -5.326, 0.943], [-5.026, -5.998, 2.972], [-5.454, -8.389, 3.423], [-4.629, -10.109, 1.855], [3.365, 6.876, 3.189], [4.294, 6.304, 4.048], [4.913, 7.081, 5.017], [4.606, 8.430, 5.126], [3.682, 9.004, 4.264], [3.061, 8.226, 3.296], [2.878, 6.275, 2.436], [4.537, 5.253, 3.961], [5.637, 6.635, 5.687], [5.089, 9.035, 5.883], [3.446, 10.057, 4.346], [2.340, 8.673, 2.624]], "lowdin_charge": [-0.064, -0.337, -0.052, -0.099, -0.197, -0.157, -0.357, -0.060, -0.177, -0.137, -0.298, -0.140, -0.200, 0.629, -0.236, -0.232, -0.342, 0.772, -0.252, -0.238, -0.446, 0.123, 0.127, -0.342, 0.174, 0.136, -0.352, 0.184, 0.162, -0.576, 0.212, 0.198, 0.179, -0.158, 0.069, 0.068, 0.082, 0.073, 0.089, 0.068, 0.104, 0.110, 0.076, 0.114, 0.099, 0.128, 0.079, 0.079, 0.067, 0.119, 0.116, 0.119, 0.122, 0.143, 0.139, 0.134, 0.088, 0.135, 0.119, -0.096, -0.098, -0.092, -0.093, -0.097, -0.097, 0.100, 0.089, 0.087, 0.101, 0.100, 0.100, -0.089, -0.089, -0.094, -0.098, -0.098, -0.092, 0.076, 0.095, 0.100, 0.099, 0.099, 0.100], "total_charge": 0, "smiles": "CC(C)=CCC[C@H](C)CC[C@@H]1COS(=O)(=O)[C@H](S(=O)(=O)C(F)(F)C(F)(F)C(F)(F)C(F)(F)F)C1.c1ccccc1.c1ccccc1"}

{"formula": "C22H60B4Mg2O10S4", "method": "ωB97M-V/def2-TZVPD", "symbols": ["Mg", "Mg", "B", "H", "H", "H", "H", "B", "H", "H", "H", "H", "B", "H", "H", "H", "H", "B", "H", "H", "H", "H", "C", "C", "O", "C", "H", "H", "H", "H", "H", "H", "C", "C", "O", "C", "H", "H", "H", "H", "H", "H", "C", "C", "C", "S", "O", "O", "C", "H", "H", "H", "H", "H", "H", "H", "H", "C", "C", "C", "S", "O", "O", "C", "H", "H", "H", "H", "H", "H", "H", "H", "C", "C", "C", "S", "O", "O", "C", "H", "H", "H", "H", "H", "H", "H", "H", "C", "C", "C", "S", "O", "O", "C", "H", "H", "H", "H", "H", "H", "H", "H"], "xyz": [[-1.824, 15.551, 8.193], [-5.426, 13.045, 7.375], [-3.494, 14.297, 8.410], [-3.733, 14.838, 7.452], [-3.361, 15.058, 9.225], [-4.359, 13.638, 8.742], [-2.585, 13.670, 8.194], [-0.687, 15.671, 9.837], [-0.853, 14.599, 9.544], [-1.703, 16.074, 10.112], [0.016, 15.720, 10.747], [-0.284, 16.232, 8.954], [-0.841, 15.155, 6.531], [-0.716, 14.409, 7.358], [-0.314, 14.833, 5.557], [-1.947, 15.134, 6.311], [-0.583, 16.174, 6.922], [-6.774, 14.618, 7.546], [-6.812, 13.872, 8.386], [-5.705, 14.844, 7.287], [-7.180, 14.116, 6.606], [-7.356, 15.583, 7.788], [-5.144, 15.160, 14.224], [-3.760, 15.607, 13.817], [-2.866, 15.512, 14.633], [-3.579, 16.213, 12.475], [-5.363, 15.370, 15.266], [-5.301, 14.115, 13.943], [-5.886, 15.677, 13.604], [-4.257, 15.709, 11.780], [-2.540, 16.114, 12.168], [-3.888, 17.259, 12.517], [-2.562, 12.591, 11.363], [-1.402, 12.170, 12.152], [-1.182, 11.006, 12.413], [-0.475, 13.266, 12.689], [-3.446, 12.874, 11.939], [-2.773, 11.734, 10.716], [-2.385, 13.459, 10.719], [-1.032, 13.979, 13.304], [0.052, 13.821, 11.918], [0.230, 12.792, 13.375], [-6.566, 16.556, 3.928], [-6.843, 15.509, 2.810], [-6.472, 14.188, 3.453], [-4.880, 14.523, 4.301], [-3.815, 14.494, 3.342], [-4.793, 13.725, 5.515], [-5.257, 16.260, 4.673], [-7.400, 16.554, 4.629], [-6.520, 17.520, 3.424], [-6.149, 15.691, 1.985], [-7.848, 15.535, 2.399], [-6.368, 13.243, 2.921], [-7.170, 13.971, 4.268], [-4.409, 16.865, 4.371], [-5.456, 16.257, 5.744], [-4.224, 19.215, 10.230], [-2.688, 19.314, 10.350], [-2.144, 19.545, 8.976], [-3.110, 18.570, 7.815], [-2.560, 17.225, 7.764], [-3.283, 19.376, 6.615], [-4.632, 18.562, 8.912], [-4.592, 20.242, 10.293], [-4.665, 18.669, 11.060], [-2.342, 18.344, 10.729], [-2.361, 20.019, 11.110], [-1.088, 19.352, 8.783], [-2.275, 20.600, 8.718], [-4.984, 17.538, 9.021], [-5.290, 19.167, 8.292], [-0.624, 10.451, 6.033], [-1.313, 9.095, 6.190], [-2.816, 9.359, 6.313], [-2.857, 10.766, 7.444], [-2.755, 10.210, 8.770], [-4.006, 11.615, 7.185], [-1.275, 11.508, 6.961], [-0.672, 10.818, 5.008], [0.418, 10.424, 6.349], [-0.905, 8.736, 7.139], [-1.130, 8.366, 5.406], [-3.479, 8.613, 6.741], [-3.211, 9.686, 5.349], [-0.857, 11.854, 7.905], [-1.538, 12.426, 6.428], [-7.777, 9.477, 10.840], [-6.517, 9.328, 11.699], [-5.492, 10.199, 10.975], [-6.364, 11.690, 10.356], [-6.103, 11.860, 8.936], [-6.093, 12.762, 11.302], [-8.018, 10.962, 10.621], [-8.645, 8.999, 11.296], [-7.641, 8.960, 9.885], [-6.153, 8.305, 11.714], [-6.779, 9.722, 12.681], [-5.093, 9.716, 10.083], [-4.709, 10.678, 11.559], [-8.720, 11.256, 9.844], [-8.368, 11.393, 11.562]], "lowdin_charge": [0.215, 0.580, -0.417, 0.000, 0.019, 0.003, 0.009, -0.377, -0.011, -0.032, 0.017, -0.011, -0.359, -0.029, 0.020, -0.017, -0.013, -0.360, -0.034, -0.072, -0.009, 0.020, -0.020, -0.505, 0.061, -0.012, 0.082, 0.079, 0.078, 0.093, 0.078, 0.081, -0.010, -0.481, 0.059, 0.002, 0.086, 0.068, 0.067, 0.072, 0.058, 0.078, -0.190, -0.204, -0.212, 0.741, -0.279, -0.374, -0.168, 0.117, 0.114, 0.115, 0.116, 0.109, 0.093, 0.116, 0.086, -0.200, -0.208, -0.217, 0.790, -0.335, -0.306, -0.148, 0.115, 0.094, 0.101, 0.124, 0.123, 0.113, 0.107, 0.097, -0.185, -0.212, -0.205, 0.742, -0.291, -0.359, -0.166, 0.120, 0.120, 0.120, 0.118, 0.108, 0.112, 0.120, 0.098, -0.231, -0.187, -0.189, 0.764, -0.374, -0.303, -0.199, 0.119, 0.119, 0.121, 0.123, 0.100, 0.092, 0.110, 0.108], "total_charge": 0}

{"formula": "C10H5Cl2F2NO6V", "method": "ωB97M-V/def2-TZVPD", "symbols": ["V", "O", "C", "O", "C", "C", "C", "C", "C", "N", "C", "O", "O", "H", "H", "H", "Cl", "C", "Cl", "C", "O", "O", "H", "F", "C", "F", "H"], "xyz": [[-0.064, -1.091, -0.353], [-0.911, 0.282, 3.139], [-0.393, 0.179, 2.096], [-0.635, -0.913, 1.303], [0.561, 1.074, 1.388], [1.032, 2.319, 1.724], [1.904, 2.944, 0.830], [2.289, 2.320, -0.361], [1.768, 1.087, -0.630], [0.941, 0.536, 0.243], [1.942, 0.188, -1.806], [2.637, 0.240, -2.742], [1.068, -0.864, -1.663], [0.715, 2.768, 2.649], [2.282, 3.923, 1.074], [2.966, 2.791, -1.061], [-4.249, 0.537, -1.894], [-3.681, -0.731, -0.828], [-3.585, -0.239, 0.883], [-2.253, -1.038, -1.046], [-1.730, -2.179, -0.899], [-1.414, -0.051, -1.169], [-4.290, -1.635, -0.908], [0.963, -3.500, -1.161], [0.566, -2.990, -0.035], [1.604, -2.340, 0.582], [-0.032, -3.616, 0.644]], "lowdin_charge": [1.099, 0.230, -0.448, -0.142, -0.113, 0.082, 0.043, 0.080, -0.115, 0.071, -0.412, 0.248, -0.087, 0.144, 0.131, 0.147, 0.713, -0.955, 0.757, -0.666, 0.029, -0.058, 0.100, 0.155, -0.284, 0.075, 0.176], "relative_energy_kj_mol": 0.0, "total_charge": 1}

{"formula": "C5HF7N2O", "method": "ωB97M-V/def2-TZVPD", "symbols": ["C", "C", "C", "C", "C", "N", "N", "O", "F", "F", "F", "F", "F", "F", "F", "H"], "xyz": [[-2.193, -1.276, 1.382], [-1.008, -0.092, 0.236], [0.380, 0.669, -0.290], [0.819, 0.316, -1.780], [1.615, 0.399, 0.723], [-2.984, -0.685, 0.481], [-2.178, 0.094, -0.302], [-0.908, -0.986, 1.168], [0.120, 1.970, -0.268], [0.670, 1.310, -2.651], [0.033, -0.652, -2.202], [2.094, -0.083, -1.794], [2.010, -0.855, 0.550], [2.642, 1.200, 0.428], [1.394, 0.546, 2.016], [-2.505, -1.875, 2.301]], "lowdin_charge": [-0.134, -0.272, -0.120, -0.560, -0.569, 0.060, 0.121, 0.122, 0.120, 0.187, 0.180, 0.167, 0.170, 0.174, 0.190, 0.165], "relative_energy_kj_mol": 37.6, "total_charge": 0}

Quick rundown of LUMO level, same order as above: 0.01561; -0.00717; -0.20673; 0.01837 Eh
Quick rundown of electronic energy, same order as above: -88073.492; -101194.206; -80387.603; -29249.624 eV